Run one
Formula: CH6P2S
Source: OMol25
Level of theory: ωB97M-V with the def2-TZVPD basis set

```
10
Properties=species:S:1:pos:R:3
C -2.09 0.41 -0.37
P 2.10 0.94 -0.11
P 0.10 -1.61 -0.67
S 1.42 -0.79 0.74
H -2.68 0.10 0.41
H -2.47 0.15 -1.30
H -1.24 1.01 -0.26
H 3.55 0.70 0.22
H 1.62 1.54 1.00
H -0.32 -2.47 0.34
```

The net charge is 0. As for the HOMO-LUMO gap (spin up / spin down): 0.28697 / 0.28681 hartree. The calculation puts the molecular weight at 112.074 g mol⁻¹.



Run two
Formula: CH6P2S
Source: OMol25
Level of theory: ωB97M-V with the def2-TZVPD basis set

```
10
Properties=species:S:1:pos:R:3
P -1.59 -0.87 -0.43
C -0.51 0.51 0.41
P 1.04 0.58 -0.66
S 2.20 -0.99 0.15
H -0.68 -1.42 -1.19
H -2.01 -0.02 -1.46
H -0.41 0.22 1.48
H -1.17 1.31 0.27
H 1.54 1.66 -0.05
H 1.59 -0.99 1.49
```

The net charge is 0. As for the SMILES: PCPS. As for the HOMO-LUMO gap: 0.35891 hartree. The calculation puts the molecular weight at 112.074 g mol⁻¹.



The data favor run two; the next most stable structure lies 0.0808 hartree above it.



Run one
Formula: CH6P2S
Source: OMol25
Level of theory: ωB97M-V with the def2-TZVPD basis set

```
10
Properties=species:S:1:pos:R:3
C 2.35 -0.35 0.16
P 0.83 0.11 -0.53
S -0.97 -0.96 -0.12
P -2.84 0.11 -0.13
H 1.93 -0.86 1.11
H 2.83 -1.15 -0.46
H 0.59 1.43 0.04
H 0.88 0.70 -1.69
H -3.23 -0.28 1.26
H -2.37 1.23 0.36
```

The net charge is 0. As for the SMILES: C=[PH2]SP. As for the HOMO-LUMO gap: 0.30219 hartree. The calculation puts the molecular weight at 112.074 g mol⁻¹.



Run two
Formula: CH6P2S
Source: OMol25
Level of theory: ωB97M-V with the def2-TZVPD basis set

```
10
Properties=species:S:1:pos:R:3
C -0.56 -0.35 0.45
P -1.48 0.82 -0.61
P 1.03 -0.56 -0.49
S 2.38 0.95 0.03
H -1.12 -1.31 0.43
H 1.48 1.44 1.00
H -0.68 1.82 -0.18
H -2.44 1.22 0.36
H 1.84 -1.57 -0.14
H 1.36 -0.28 -1.70
```

The net charge is 0. As for the HOMO-LUMO gap: 0.30098 hartree. The calculation puts the molecular weight at 112.074 g mol⁻¹.



The data favor run one; the next most stable structure lies 0.0139 hartree above it.



Run one
Formula: C4H8N3
Source: OMol25
Level of theory: ωB97M-V with the def2-TZVPD basis set

```
15
Properties=species:S:1:pos:R:3
C 0.24 0.81 2.91
C 0.75 0.54 1.85
C -0.30 -0.23 -0.83
C -1.33 0.46 -1.68
N 0.53 0.65 -0.35
N -0.32 -1.56 -0.51
N 1.37 0.39 0.67
H -0.29 1.20 3.72
H -1.20 0.25 -2.67
H -1.16 1.53 -1.54
H -2.26 0.21 -1.39
H -0.81 -2.17 -1.16
H 0.23 -1.91 0.24
H 2.33 0.87 0.44
H 2.23 -1.05 0.30
```

The net charge is +1. As for the HOMO-LUMO gap (spin up / spin down): 0.29515 / 0.31503 hartree. The calculation puts the molecular weight at 98.129 g mol⁻¹.



Run two
Formula: C4H8N3
Source: OMol25
Level of theory: ωB97M-V with the def2-TZVPD basis set

```
15
Properties=species:S:1:pos:R:3
C 0.92 0.50 -0.07
C 2.35 0.21 -0.02
C -0.13 -0.50 -0.03
C -1.47 -0.12 -0.06
N -2.77 -0.41 -0.21
N 0.21 -1.82 -0.05
N -2.33 1.01 0.12
H 0.73 1.32 0.52
H 0.87 1.04 -1.11
H 3.09 1.14 -0.01
H 2.74 -0.75 -0.02
H -0.51 -2.48 0.45
H 1.11 -2.10 -0.12
H -2.46 1.31 1.20
H -2.35 1.65 -0.60
```

The net charge is +1. As for the HOMO-LUMO gap (spin up / spin down): 0.24351 / 0.33448 hartree. The calculation puts the molecular weight at 98.129 g mol⁻¹.



The data favor run two; the next most stable structure lies 0.0235 hartree above it.



Run one
Formula: C4H8N3
Source: OMol25
Level of theory: ωB97M-V with the def2-TZVPD basis set

```
15
Properties=species:S:1:pos:R:3
C -3.69 -0.07 0.09
C 1.53 -0.05 -0.67
C 0.91 -0.55 0.67
C 1.08 1.27 -0.14
N -1.39 0.04 -0.59
N -2.49 0.00 -0.29
N 0.18 0.67 0.80
H -4.00 -1.01 0.50
H -4.43 0.80 -0.02
H 2.62 -0.26 -0.87
H 0.95 -0.32 -1.60
H 0.24 -1.36 0.64
H 1.60 -0.65 1.44
H 1.81 1.72 0.60
H 0.50 1.90 -0.81
```

The net charge is +1. As for the HOMO-LUMO gap (spin up / spin down): 0.29960 / 0.24134 hartree. The calculation puts the molecular weight at 98.129 g mol⁻¹.



Run two
Formula: C4H8N3
Source: OMol25
Level of theory: ωB97M-V with the def2-TZVPD basis set

```
15
Properties=species:S:1:pos:R:3
C -1.92 -0.08 0.69
C -1.04 -0.24 -0.67
N 0.40 -0.12 -0.43
C 1.30 -1.04 -0.42
N 2.42 -0.60 0.01
C 2.22 0.60 0.46
N 0.97 0.99 0.08
H -2.31 1.01 0.94
H -1.33 -0.42 1.57
H -2.89 -0.59 0.40
H -1.34 0.57 -1.36
H -1.28 -1.27 -1.10
H 1.08 -1.98 -0.92
H 3.04 1.27 0.74
H 0.69 1.89 -0.01
```

The net charge is +1. As for the SMILES: CC[n+]1cnc[nH]1. As for the HOMO-LUMO gap: 0.42450 hartree. The calculation puts the molecular weight at 98.129 g mol⁻¹.



The data favor run two; the next most stable structure lies 0.1826 hartree above it.



Run one
Formula: CH5PS2
Source: OMol25
Level of theory: ωB97M-V with the def2-TZVPD basis set

```
9
Properties=species:S:1:pos:R:3
C 1.03 0.05 0.22
P -0.53 1.04 0.37
S -1.65 -1.82 -1.25
S -0.42 2.92 0.90
H 1.87 0.73 -0.29
H 0.75 -0.76 -0.48
H 1.43 -0.32 1.26
H -0.91 0.43 1.72
H -1.56 -2.26 -2.44
```

The net charge is 0. As for the HOMO-LUMO gap (spin up / spin down): 0.26498 / 0.21857 hartree. The calculation puts the molecular weight at 112.159 g mol⁻¹.



Run two
Formula: CH5PS2
Source: OMol25
Level of theory: ωB97M-V with the def2-TZVPD basis set

```
9
Properties=species:S:1:pos:R:3
C 0.46 0.61 -1.07
P 0.44 -0.65 0.24
S 1.82 -0.46 1.59
S -2.25 -0.46 1.20
H 1.37 0.27 -1.68
H -0.29 0.79 -1.76
H 0.62 1.60 -0.67
H 0.14 -1.98 -0.29
H -2.30 0.28 2.44
```

The net charge is 0. As for the HOMO-LUMO gap (spin up / spin down): 0.27044 / 0.27046 hartree. The calculation puts the molecular weight at 112.159 g mol⁻¹.



The data favor run two; the next most stable structure lies 0.0499 hartree above it.